A molecular structure, C30H17N3O11V, computed with ωB97M-V/def2-TZVPD.

The calculation puts the energy at -84064.5041 eV. Its net charge is -1. The LUMO energy comes out at 0.22 eV. The gap between HOMO and LUMO is 6.021 eV. The value obtained for the HOMO energy is -5.80 eV.

The geometry in XYZ format:
```
62
Properties=species:S:1:pos:R:3:nbo_charge:R:1
V 0.71 -0.64 -0.03 1.374
O 0.80 -2.65 3.42 -0.563
C 0.69 -1.69 2.70 0.796
O 0.97 -1.75 1.40 -0.654
C 0.23 -0.37 3.23 -0.289
C 0.06 -0.28 4.60 -0.029
C -0.33 0.92 5.17 -0.056
C -0.57 2.05 4.41 -0.121
C -0.42 1.96 3.04 -0.073
C -0.01 0.76 2.41 0.483
O 0.16 0.67 1.12 -0.621
N -0.71 3.19 2.27 0.538
O -0.82 3.11 1.07 -0.369
O -0.81 4.22 2.91 -0.383
N -0.50 1.01 6.62 0.536
O -0.85 2.08 7.09 -0.384
O -0.29 0.01 7.27 -0.376
H 0.25 -1.15 5.21 0.269
H -0.88 2.98 4.86 0.282
O 0.29 1.50 -6.75 -0.734
C 0.10 2.29 -5.81 0.731
O -0.19 3.50 -5.80 -0.740
C 0.22 1.66 -4.40 -0.056
C 0.06 2.42 -3.25 -0.151
C 0.18 1.83 -2.00 0.014
N 0.44 0.53 -1.87 -0.409
C 0.62 -0.21 -2.97 0.027
C 0.52 0.30 -4.24 -0.163
C 0.99 -1.62 -2.68 0.785
O 1.18 -2.50 -3.46 -0.514
O 1.14 -1.81 -1.33 -0.634
H -0.16 3.47 -3.36 0.249
H 0.07 2.39 -1.08 0.221
H 0.67 -0.31 -5.12 0.271
C -3.13 -4.76 -0.72 -0.217
C -1.74 -4.65 -0.48 -0.207
C -1.14 -3.42 -0.40 -0.199
C -1.89 -2.22 -0.54 -0.013
C -1.33 -0.90 -0.46 -0.142
C -2.16 0.19 -0.52 -0.235
C -3.55 0.05 -0.72 -0.198
C -4.10 -1.19 -0.84 -0.182
C -3.29 -2.34 -0.75 -0.085
C -3.88 -3.63 -0.84 -0.176
H -3.59 -5.73 -0.79 0.208
H -1.14 -5.54 -0.37 0.213
H -0.08 -3.38 -0.22 0.228
H -1.76 1.19 -0.42 0.229
H -4.17 0.94 -0.77 0.214
H -5.16 -1.31 -1.01 0.207
H -4.95 -3.69 -1.01 0.204
C 4.99 1.64 -0.36 -0.217
C 3.93 2.25 0.30 -0.192
C 2.68 1.66 0.32 -0.279
C 2.46 0.44 -0.32 -0.065
C 3.53 -0.17 -0.98 -0.202
C 4.78 0.43 -0.99 -0.219
H 5.96 2.10 -0.37 0.211
H 4.07 3.21 0.79 0.211
H 1.86 2.17 0.80 0.216
H 3.40 -1.12 -1.48 0.218
H 5.59 -0.06 -1.51 0.214
```

A molecular structure, C30H18Cl2N5O2RuS3, computed with ωB97M-V/def2-TZVPD.

The spin multiplicity is 2. The calculation puts the energy at -103081.6937 eV. Its net charge is 0. The LUMO energy (spin up / spin down) comes out at -1.10 / -1.10 eV. The gap between HOMO and LUMO (spin up / spin down) is 6.154 / 6.249 eV. The value obtained for the HOMO energy (spin up / spin down) is -7.26 / -7.35 eV.

The geometry in XYZ format:
```
61
Properties=species:S:1:pos:R:3:mulliken_spin:R:1
Ru -0.28 2.90 1.71 1.048
S 0.92 7.17 0.27 0.006
C 0.48 5.63 0.74 0.013
S 1.28 4.85 2.05 -0.023
S -0.81 4.80 -0.04 -0.111
Cl -1.82 0.01 5.52 0.002
C -2.33 1.63 5.32 0.017
C -3.30 2.17 6.16 -0.009
C -3.70 3.48 6.03 0.016
Cl -4.86 4.12 7.14 0.001
C -3.18 4.30 5.01 -0.006
C -3.50 5.66 4.83 0.006
C -2.95 6.35 3.79 -0.003
C -2.11 5.68 2.90 0.003
N -1.78 4.42 3.05 0.005
C -2.25 3.73 4.10 -0.007
C -1.74 2.39 4.28 0.009
O -0.78 1.96 3.56 0.069
H -3.71 1.55 6.94 -0.001
H -4.18 6.14 5.52 0.001
H -3.16 7.40 3.63 -0.001
H -1.70 6.20 2.04 -0.001
C 2.34 -8.45 -5.72 0.000
O 2.92 -7.17 -5.81 0.000
C 2.51 -6.20 -4.97 0.000
C 1.52 -6.34 -4.00 0.000
C 1.18 -5.27 -3.19 0.000
C 1.82 -4.04 -3.34 -0.001
C 2.81 -3.90 -4.32 0.000
C 3.15 -4.96 -5.12 0.000
C 1.49 -2.89 -2.54 0.001
N 2.08 -1.72 -2.65 -0.001
C 1.46 -0.90 -1.76 -0.001
C 0.45 -1.59 -1.09 0.001
N 0.50 -2.86 -1.58 0.000
C -0.44 -0.96 -0.19 0.005
C -1.52 -1.58 0.46 0.000
C -2.40 -0.79 1.19 -0.003
C -2.21 0.58 1.23 0.003
N -1.16 1.19 0.67 -0.008
C -0.24 0.43 0.02 0.021
C 0.93 1.08 -0.48 -0.011
N 1.24 2.29 0.02 -0.031
C 2.27 2.95 -0.49 0.004
C 3.07 2.45 -1.51 -0.003
C 2.83 1.18 -1.98 0.004
C 1.76 0.46 -1.45 -0.008
H 2.84 -9.06 -6.47 0.000
H 1.27 -8.42 -5.93 0.000
H 2.51 -8.89 -4.73 0.000
H 1.01 -7.28 -3.86 0.000
H 0.41 -5.41 -2.45 0.000
H 3.29 -2.94 -4.42 0.000
H 3.91 -4.87 -5.88 0.000
H -0.09 -3.63 -1.31 0.000
H -1.67 -2.65 0.37 0.000
H -3.25 -1.23 1.68 0.000
H -2.94 1.23 1.71 -0.001
H 2.48 3.92 -0.06 -0.002
H 3.89 3.05 -1.89 0.000
H 3.45 0.72 -2.74 0.000
```

A molecular structure, C30H19BF4N5O4SV, computed with ωB97M-V/def2-TZVPD.

The spin multiplicity is 4. The calculation puts the energy at -95134.4931 eV. Its net charge is -1. The LUMO energy (spin up / spin down) comes out at 1.70 / 1.76 eV. The gap between HOMO and LUMO (spin up / spin down) is 5.237 / 6.418 eV. The value obtained for the HOMO energy (spin up / spin down) is -3.54 / -4.66 eV.

The geometry in XYZ format:
```
65
Properties=species:S:1:pos:R:3:mulliken_spin:R:1
V 0.43 -0.10 -0.15 2.685
O 2.10 0.27 0.71 -0.034
C 2.95 1.13 0.39 0.189
C 2.86 2.07 -0.67 0.075
C 3.93 2.96 -0.85 0.027
C 3.89 3.91 -1.85 -0.004
C 2.79 4.02 -2.72 0.060
C 1.74 3.17 -2.56 -0.025
C 1.71 2.17 -1.54 0.040
O 0.69 1.41 -1.43 -0.008
N 5.00 4.81 -2.00 0.000
O 5.96 4.69 -1.25 -0.002
O 4.96 5.63 -2.91 -0.001
H 3.86 1.16 1.02 0.004
H 4.79 2.91 -0.21 0.000
H 2.80 4.77 -3.50 0.005
H 0.87 3.22 -3.21 0.000
N -1.76 -1.31 3.37 0.018
C -1.92 -2.60 3.95 -0.009
C -2.25 -2.57 5.30 0.005
C -2.49 -3.73 6.01 -0.003
C -2.39 -4.95 5.35 0.005
C -2.07 -4.98 4.01 -0.002
C -1.86 -3.82 3.25 0.005
S -1.49 -3.95 1.57 -0.004
N -0.19 -1.27 1.53 -0.121
C -1.03 -0.74 2.35 0.040
C -1.29 0.72 2.21 0.057
C -2.08 1.50 3.06 -0.012
C -2.16 2.87 2.86 0.026
C -1.47 3.44 1.79 -0.004
C -0.74 2.60 0.97 0.038
N -0.65 1.29 1.18 -0.013
H -2.21 -0.63 3.95 -0.005
H -2.29 -1.61 5.81 0.000
H -2.73 -3.68 7.07 0.000
H -2.56 -5.87 5.89 0.000
H -1.98 -5.92 3.49 0.000
H -2.64 1.08 3.88 0.003
H -2.75 3.48 3.52 0.003
H -1.51 4.50 1.60 0.000
H -0.20 2.97 0.10 -0.007
F 3.99 -3.10 -3.05 0.000
C 2.70 -2.77 -2.81 -0.006
C 2.41 -1.83 -1.84 -0.023
C 1.08 -1.48 -1.58 -0.049
C 0.06 -2.08 -2.35 -0.068
C 0.42 -3.03 -3.31 -0.010
F -0.52 -3.67 -4.07 0.000
C 1.72 -3.39 -3.56 0.031
C -1.30 -1.63 -2.08 0.055
C -2.45 -2.10 -2.73 -0.005
C -3.69 -1.57 -2.43 0.015
C -3.77 -0.56 -1.49 -0.002
C -2.60 -0.15 -0.88 0.036
N -1.41 -0.66 -1.15 -0.097
H 3.22 -1.40 -1.27 0.010
H 1.97 -4.14 -4.31 0.003
H -2.37 -2.88 -3.46 0.000
H -4.57 -1.94 -2.93 0.001
H -4.72 -0.10 -1.22 -0.001
H -2.63 0.63 -0.12 0.001
F 1.29 -3.04 0.89 0.004
B 0.42 -2.57 1.81 0.073
F 0.77 -2.78 3.12 0.001
```

A molecular structure, C30H19CrNO6, computed with ωB97M-V/def2-TZVPD.

The spin multiplicity is 4. The calculation puts the energy at -73608.6798 eV. Its net charge is -1. The LUMO energy (spin up / spin down) comes out at 1.87 / 0.87 eV. The gap between HOMO and LUMO (spin up / spin down) is 3.037 / 5.708 eV. The value obtained for the HOMO energy (spin up / spin down) is -1.16 / -4.84 eV.

The geometry in XYZ format:
```
57
Properties=species:S:1:pos:R:3:mulliken_spin:R:1
O -2.60 -1.89 3.36 0.000
C -3.06 -1.55 2.35 -0.009
Cr -3.68 -0.72 0.75 0.074
C -2.25 0.45 1.19 0.026
O -1.35 1.09 1.54 -0.010
C -4.73 0.47 1.81 -0.004
O -5.24 1.21 2.54 0.000
C -5.25 -1.98 -0.08 0.000
C -4.05 -2.70 -0.05 -0.008
C -2.89 -2.17 -0.62 0.011
C -2.88 -0.89 -1.22 -0.010
C -1.62 -0.21 -1.49 0.190
C -0.50 0.28 -1.62 -0.020
C 0.73 0.95 -1.72 0.162
C 0.70 2.38 -1.44 0.061
C -0.58 3.00 -1.41 0.095
C -0.77 4.34 -1.07 -0.071
C 0.34 5.14 -0.81 0.122
C 1.62 4.58 -0.88 -0.066
C 1.80 3.22 -1.16 0.126
C 1.88 0.13 -2.09 0.053
C 1.60 -1.16 -2.63 0.101
C 2.59 -2.10 -2.87 -0.068
C 3.93 -1.76 -2.67 0.124
C 4.25 -0.48 -2.21 -0.065
C 3.25 0.45 -1.92 0.133
C -4.11 -0.18 -1.26 0.015
C -5.28 -0.73 -0.72 -0.003
H -6.15 -2.38 0.40 -0.003
H -4.01 -3.67 0.46 0.001
H -1.94 -2.72 -0.58 0.003
H -1.46 2.40 -1.65 0.018
H -1.78 4.74 -1.02 -0.003
H 0.21 6.20 -0.58 0.009
H 2.50 5.20 -0.70 -0.002
H 2.80 2.82 -1.13 0.015
H 0.56 -1.42 -2.84 0.009
H 2.31 -3.09 -3.23 -0.002
H 4.72 -2.48 -2.88 0.008
H 5.29 -0.19 -2.07 -0.002
H 3.54 1.42 -1.52 0.009
H -4.12 0.82 -1.70 -0.002
H -6.21 -0.16 -0.75 0.000
O 2.44 0.78 1.07 0.343
C 2.16 -0.28 1.66 0.120
C 2.49 -0.49 3.09 0.173
N 2.93 0.63 3.87 0.191
O 2.51 1.78 3.62 0.244
O 3.74 0.39 4.80 0.185
C 2.55 -1.77 3.63 0.100
C 2.12 -2.88 2.89 0.208
C 1.66 -2.71 1.57 0.060
C 1.61 -1.45 1.00 0.195
H 2.94 -1.88 4.65 0.038
H 2.14 -3.87 3.35 0.020
H 1.35 -3.57 0.99 0.034
H 1.24 -1.31 -0.02 0.072
```

A molecular structure, C30H20Cl3NO5S3Ti, computed with ωB97M-V/def2-TZVPD.

The spin multiplicity is 2. The calculation puts the energy at -136356.0457 eV. Its net charge is -1. The LUMO energy comes out at 2.23 eV. The gap between HOMO and LUMO is 6.671 eV. The value obtained for the HOMO energy is -4.44 eV.

The geometry in XYZ format:
```
63
Properties=species:S:1:pos:R:3:mulliken_spin:R:1
Ti 0.13 -0.21 0.48 0.962
O -1.17 -1.23 1.69 0.011
N -0.75 -2.32 2.36 -0.006
C -0.12 -2.08 3.53 0.001
C 0.32 -3.09 4.33 -0.001
C 0.07 -4.41 3.90 0.000
C -0.57 -4.63 2.73 0.000
C -1.02 -3.57 1.87 0.002
S -1.81 -3.83 0.42 -0.001
H 0.03 -1.02 3.74 -0.001
H 0.83 -2.86 5.25 0.000
H 0.40 -5.24 4.51 0.000
H -0.77 -5.63 2.37 0.000
Cl -6.67 -1.04 -2.14 0.000
C -4.95 -0.93 -1.85 0.000
C -4.47 0.00 -0.95 0.000
C -3.10 0.07 -0.75 0.000
Cl -2.45 1.26 0.34 0.000
C -2.18 -0.78 -1.39 0.002
O -0.90 -0.68 -1.17 0.012
C -2.73 -1.68 -2.31 -0.002
Cl -1.67 -2.74 -3.19 0.000
C -4.09 -1.77 -2.54 0.000
H -5.13 0.67 -0.42 0.000
H -4.47 -2.50 -3.24 0.000
O 4.00 -1.42 1.09 0.009
C 3.08 -0.63 1.00 0.001
O 1.87 -0.97 0.62 0.012
C 3.32 0.85 1.19 -0.005
C 4.59 1.29 0.83 -0.001
C 4.93 2.63 0.88 -0.002
C 3.99 3.55 1.33 0.002
C 2.74 3.12 1.72 0.005
C 2.36 1.77 1.66 0.009
S 0.75 1.34 2.23 -0.019
H 5.30 0.54 0.50 0.000
H 5.92 2.96 0.58 0.000
H 4.24 4.60 1.38 0.000
H 2.00 3.83 2.08 0.000
O 0.77 1.40 -0.87 0.000
S 0.73 1.30 -2.37 0.008
C 1.77 2.68 -2.84 0.001
C 1.79 3.08 -4.17 -0.002
C 2.61 4.13 -4.54 0.000
C 3.38 4.78 -3.59 0.000
C 3.34 4.38 -2.26 0.000
C 2.52 3.33 -1.87 0.000
C 1.85 -0.02 -2.82 -0.001
C 3.09 -0.11 -2.20 0.005
C 3.88 -1.21 -2.48 0.003
C 3.44 -2.18 -3.37 0.000
C 2.20 -2.07 -3.98 0.000
C 1.38 -0.98 -3.69 -0.003
H 1.18 2.56 -4.91 0.000
H 2.64 4.45 -5.58 0.000
H 4.02 5.61 -3.88 0.000
H 3.94 4.89 -1.51 0.000
H 2.47 3.00 -0.84 0.001
H 3.41 0.64 -1.50 -0.004
H 4.83 -1.32 -1.97 0.000
H 4.06 -3.04 -3.57 0.000
H 1.85 -2.85 -4.65 0.000
H 0.39 -0.92 -4.11 0.000
```

18 unconnected molecules or ions with the total composition C30H20Cl72F9N4S, computed with ωB97M-V/def2-TZVPD.

The calculation puts the energy at -974287.9543 eV. Its net charge is +1. The LUMO energy comes out at -2.46 eV. The gap between HOMO and LUMO is 9.294 eV. The value obtained for the HOMO energy is -11.75 eV.

The geometry in XYZ format:
```
136
Properties=species:S:1:pos:R:3:mulliken_charge:R:1
C 0.00 -4.47 0.88 -0.824
C 0.40 -3.27 -0.03 0.735
N -0.12 -3.57 -1.39 -0.261
C -1.47 -3.26 -1.57 0.596
N -2.33 -3.01 -0.53 0.501
C -3.53 -2.77 -1.08 -0.636
N -3.44 -2.85 -2.38 0.579
C -4.59 -2.63 -3.30 -1.241
C -5.27 -1.27 -3.02 -0.591
C -4.42 -0.08 -3.52 -0.314
C -4.17 1.03 -2.46 -0.532
C -2.72 1.40 -2.20 0.861
F -1.82 0.49 -2.63 -0.213
F -2.56 1.39 -0.83 -0.394
C -2.34 2.84 -2.62 0.334
F -3.31 3.70 -2.33 -0.261
F -1.29 3.21 -1.87 -0.264
S -1.81 3.09 -4.41 1.434
F -1.09 4.46 -4.00 -0.293
F -0.46 2.32 -4.20 -0.296
F -2.59 1.78 -4.87 -0.338
F -3.14 3.93 -4.69 -0.307
F -1.41 3.34 -5.91 -0.305
C -2.14 -3.17 -2.75 -0.195
C -1.58 -3.41 -4.11 -1.448
N -1.45 -2.20 -4.94 -0.453
H -0.55 -5.18 0.26 0.049
H 0.89 -4.98 1.24 0.416
H -0.67 -4.15 1.68 0.319
H 1.50 -3.22 -0.09 -0.955
H 0.03 -2.32 0.36 0.512
H 0.45 -3.12 -2.10 0.338
H -2.16 -3.02 0.46 0.292
H -4.45 -2.56 -0.55 0.108
H -5.29 -3.46 -3.26 0.332
H -4.15 -2.57 -4.30 0.503
H -5.59 -1.16 -1.99 0.287
H -6.19 -1.30 -3.62 0.349
H -3.52 -0.48 -3.99 0.316
H -4.99 0.38 -4.33 0.486
H -4.62 0.70 -1.52 0.877
H -4.74 1.91 -2.75 -0.489
H -0.57 -3.82 -3.96 0.466
H -2.16 -4.21 -4.59 0.341
H -0.51 -2.13 -5.31 0.296
H -1.65 -1.39 -4.37 0.230
C -8.50 1.52 -2.27 0.253
Cl -8.17 0.11 -1.26 -0.031
Cl -9.81 2.45 -1.55 -0.063
Cl -7.05 2.54 -2.38 -0.056
Cl -8.97 1.00 -3.89 -0.101
C -0.99 -8.34 1.05 0.308
Cl -1.86 -9.83 1.39 -0.088
Cl -0.25 -7.73 2.53 -0.104
Cl 0.27 -8.64 -0.16 -0.077
Cl -2.12 -7.12 0.42 -0.030
C -1.68 8.01 -2.33 0.290
Cl -0.37 8.03 -3.52 -0.112
Cl -1.11 8.73 -0.82 -0.031
Cl -3.05 8.94 -2.95 -0.107
Cl -2.18 6.34 -2.03 -0.064
C 3.88 -10.23 -2.45 0.304
Cl 5.44 -9.91 -1.70 -0.048
Cl 3.74 -11.94 -2.83 -0.093
Cl 2.58 -9.76 -1.33 -0.051
Cl 3.73 -9.28 -3.94 -0.107
C 8.48 -8.25 -3.79 0.344
Cl 8.55 -8.08 -2.03 -0.071
Cl 10.03 -7.76 -4.48 -0.104
Cl 8.16 -9.94 -4.21 -0.075
Cl 7.19 -7.23 -4.43 -0.101
C 4.96 -1.94 0.94 0.304
Cl 5.76 -2.92 2.17 -0.084
Cl 3.47 -2.75 0.41 -0.173
Cl 4.58 -0.35 1.60 -0.054
Cl 6.04 -1.75 -0.44 -0.053
C -6.11 -3.91 1.40 0.305
Cl -5.55 -2.26 1.73 -0.084
Cl -4.72 -4.91 0.93 0.015
Cl -6.88 -4.57 2.84 -0.030
Cl -7.28 -3.88 0.07 -0.087
C 9.43 0.57 -0.50 0.126
Cl 9.62 -1.05 0.18 0.042
Cl 8.39 1.55 0.57 -0.039
Cl 11.01 1.34 -0.66 -0.050
Cl 8.67 0.45 -2.09 -0.105
C 8.77 -6.17 1.72 0.279
Cl 7.63 -6.96 2.82 -0.121
Cl 8.45 -4.43 1.68 -0.007
Cl 10.42 -6.45 2.29 -0.092
Cl 8.58 -6.84 0.10 -0.062
C -10.80 -3.52 4.39 0.282
Cl -10.50 -5.00 5.31 -0.096
Cl -12.54 -3.21 4.32 -0.093
Cl -9.98 -2.16 5.17 -0.038
Cl -10.16 -3.69 2.75 -0.046
C 1.20 11.95 0.68 0.324
Cl 0.18 10.92 1.70 -0.118
Cl 0.38 13.49 0.40 -0.008
Cl 2.74 12.23 1.49 -0.094
Cl 1.48 11.14 -0.87 -0.087
C 3.75 3.87 2.76 0.300
Cl 4.22 2.17 2.67 -0.054
Cl 5.20 4.89 2.77 -0.111
Cl 2.77 4.27 1.34 -0.082
Cl 2.81 4.15 4.22 -0.016
C -9.15 1.81 3.57 0.219
Cl -9.49 1.26 5.21 -0.096
Cl -8.21 0.57 2.72 0.009
Cl -10.66 2.09 2.71 -0.056
Cl -8.22 3.32 3.63 -0.086
C 11.82 0.87 3.96 0.221
Cl 12.33 2.49 4.47 -0.101
Cl 13.19 0.03 3.23 -0.025
Cl 11.25 -0.03 5.37 -0.114
Cl 10.51 1.01 2.78 0.054
C -11.40 6.19 2.96 0.315
Cl -10.93 5.58 4.55 -0.069
Cl -12.81 5.30 2.38 -0.088
Cl -11.81 7.91 3.09 -0.097
Cl -10.06 5.99 1.82 -0.065
C 3.52 3.92 8.24 0.356
Cl 1.98 4.32 7.47 -0.103
Cl 3.37 4.09 9.99 -0.098
Cl 3.96 2.25 7.84 -0.087
Cl 4.77 5.02 7.64 -0.080
C 16.31 -2.61 3.39 0.331
Cl 15.86 -1.57 4.74 -0.080
Cl 16.67 -1.61 1.98 -0.090
Cl 17.73 -3.56 3.82 -0.103
Cl 14.97 -3.70 3.01 -0.074
C -2.27 16.16 -0.98 0.333
Cl -0.96 16.20 -2.16 -0.085
Cl -1.71 16.84 0.55 -0.088
Cl -3.64 17.11 -1.59 -0.104
Cl -2.78 14.49 -0.73 -0.074
```